{
  "formula": "C84H221N15O25",
  "method": "ωB97M-V/def2-TZVPD",
  "species": ["C", "C", "C", "O", "H", "H", "H", "H", "H", "H", "H", "H", "C", "C", "C", "O", "H", "H", "H", "H", "H", "H", "H", "H", "C", "C", "C", "O", "H", "H", "H", "H", "H", "H", "H", "H", "C", "C", "C", "O", "H", "H", "H", "H", "H", "H", "H", "H", "C", "O", "C", "C", "N", "C", "C", "O", "C", "H", "H", "H", "H", "H", "H", "H", "H", "H", "H", "H", "H", "H", "H", "H", "C", "O", "C", "C", "N", "C", "C", "O", "C", "H", "H", "H", "H", "H", "H", "H", "H", "H", "H", "H", "H", "H", "H", "H", "C", "O", "C", "C", "N", "C", "C", "O", "C", "H", "H", "H", "H", "H", "H", "H", "H", "H", "H", "H", "H", "H", "H", "H", "C", "O", "C", "C", "N", "C", "C", "O", "C", "H", "H", "H", "H", "H", "H", "H", "H", "H", "H", "H", "H", "H", "H", "H", "C", "O", "C", "C", "N", "C", "C", "O", "C", "H", "H", "H", "H", "H", "H", "H", "H", "H", "H", "H", "H", "H", "H", "H", "C", "O", "C", "C", "N", "C", "C", "O", "C", "H", "H", "H", "H", "H", "H", "H", "H", "H", "H", "H", "H", "H", "H", "H", "C", "C", "C", "O", "C", "N", "H", "H", "H", "H", "H", "H", "H", "H", "H", "H", "H", "C", "C", "C", "O", "C", "N", "H", "H", "H", "H", "H", "H", "H", "H", "H", "H", "H", "C", "C", "C", "O", "C", "N", "H", "H", "H", "H", "H", "H", "H", "H", "H", "H", "H", "C", "C", "C", "O", "C", "N", "H", "H", "H", "H", "H", "H", "H", "H", "H", "H", "H", "C", "C", "C", "O", "C", "N", "H", "H", "H", "H", "H", "H", "H", "H", "H", "H", "H", "C", "C", "C", "O", "C", "N", "H", "H", "H", "H", "H", "H", "H", "H", "H", "H", "H", "C", "C", "C", "O", "C", "N", "H", "H", "H", "H", "H", "H", "H", "H", "H", "H", "H", "C", "C", "C", "O", "C", "N", "H", "H", "H", "H", "H", "H", "H", "H", "H", "H", "H", "C", "C", "C", "O", "C", "N", "H", "H", "H", "H", "H", "H", "H", "H", "H", "H", "H"],
  "positions_angstrom": [[5.831, -2.213, -1.575], [5.997, -3.210, -0.415], [4.673, -3.495, 0.321], [6.454, -4.456, -0.939], [5.321, -2.628, -2.444], [6.813, -1.956, -1.974], [5.368, -1.241, -1.404], [6.772, -2.874, 0.274], [4.816, -4.022, 1.264], [4.007, -4.039, -0.348], [4.091, -2.588, 0.488], [7.234, -4.298, -1.475], [4.115, -1.442, 8.510], [5.254, -0.438, 8.477], [5.082, 0.634, 7.357], [5.261, 0.161, 9.724], [3.098, -1.071, 8.633], [4.257, -2.165, 9.313], [4.146, -2.052, 7.606], [6.147, -1.054, 8.375], [4.790, 0.280, 6.369], [5.950, 1.269, 7.184], [4.270, 1.298, 7.656], [6.181, 0.310, 9.955], [1.755, -7.958, 2.001], [1.975, -7.448, 0.564], [1.844, -5.898, 0.522], [3.281, -7.863, 0.177], [0.849, -7.586, 2.480], [2.590, -7.775, 2.678], [1.744, -9.047, 1.958], [1.241, -7.988, -0.033], [2.115, -5.361, -0.387], [2.394, -5.461, 1.355], [0.804, -5.640, 0.725], [3.589, -7.288, -0.527], [7.748, 1.464, 2.893], [8.160, 1.434, 4.374], [7.693, 0.303, 5.215], [9.540, 1.387, 4.362], [7.947, 0.446, 2.558], [8.344, 2.173, 2.319], [6.677, 1.618, 2.755], [7.876, 2.370, 4.856], [8.093, -0.630, 4.819], [6.614, 0.165, 5.283], [8.081, 0.423, 6.226], [9.979, 1.351, 5.215], [-9.198, -1.311, -10.684], [-8.314, -1.065, -9.601], [-8.583, 0.164, -8.935], [-7.580, 0.213, -7.764], [-7.925, -0.744, -6.691], [-6.958, -0.671, -5.633], [-6.985, -1.899, -4.653], [-6.142, -1.560, -3.598], [-6.104, -2.402, -2.498], [-8.994, -0.541, -11.428], [-10.241, -1.169, -10.400], [-9.186, -2.314, -11.111], [-9.604, 0.371, -8.614], [-8.307, 0.962, -9.624], [-7.623, 1.225, -7.363], [-6.556, 0.048, -8.101], [-8.779, -0.337, -6.336], [-7.221, 0.182, -5.007], [-6.006, -0.419, -6.101], [-6.617, -2.717, -5.273], [-8.020, -2.139, -4.409], [-6.044, -3.438, -2.831], [-7.021, -2.147, -1.968], [-5.212, -2.123, -1.937], [-5.598, -1.180, 1.970], [-4.607, -0.509, 2.856], [-3.671, 0.294, 2.120], [-2.881, 1.101, 3.191], [-2.163, 0.168, 4.076], [-1.501, 0.791, 5.193], [-0.694, -0.198, 6.028], [-0.131, 0.468, 7.183], [1.113, 1.060, 6.976], [-6.320, -1.777, 2.528], [-5.044, -1.894, 1.361], [-6.124, -0.446, 1.359], [-4.221, 0.997, 1.495], [-3.049, -0.410, 1.567], [-3.501, 1.822, 3.723], [-2.136, 1.714, 2.683], [-2.786, -0.588, 4.321], [-2.224, 1.344, 5.793], [-0.760, 1.521, 4.866], [0.074, -0.677, 5.420], [-1.339, -0.969, 6.449], [1.887, 0.360, 6.661], [1.553, 1.303, 7.943], [1.082, 1.856, 6.232], [3.861, 5.435, -6.307], [4.673, 4.286, -6.534], [5.268, 3.892, -5.332], [6.123, 2.590, -5.438], [5.381, 1.379, -5.461], [6.210, 0.220, -5.326], [5.330, -1.060, -5.531], [5.043, -1.160, -6.888], [4.242, -2.321, -7.330], [4.513, 6.299, -6.175], [3.114, 5.376, -5.515], [3.369, 5.573, -7.270], [4.456, 3.689, -4.634], [5.919, 4.691, -4.977], [6.820, 2.579, -4.600], [6.752, 2.649, -6.325], [4.747, 1.281, -6.242], [6.619, 0.178, -4.316], [7.045, 0.330, -6.017], [4.374, -1.020, -5.010], [5.921, -1.941, -5.281], [3.220, -2.312, -6.951], [4.811, -3.210, -7.061], [4.159, -2.353, -8.416], [1.736, 7.114, 1.394], [1.829, 5.922, 0.607], [0.885, 4.932, 0.979], [0.686, 3.951, -0.218], [-0.762, 3.803, -0.558], [-1.046, 2.740, -1.531], [-2.378, 3.040, -2.270], [-2.579, 4.400, -2.656], [-3.912, 4.860, -2.872], [2.300, 7.977, 1.042], [2.044, 6.951, 2.427], [0.710, 7.478, 1.332], [-0.038, 5.463, 1.214], [1.236, 4.515, 1.923], [1.160, 2.984, -0.049], [1.277, 4.345, -1.045], [-1.138, 4.636, -0.989], [-1.127, 1.783, -1.015], [-0.291, 2.674, -2.314], [-3.237, 2.730, -1.675], [-2.426, 2.479, -3.204], [-3.948, 5.944, -2.984], [-4.483, 4.576, -1.988], [-4.433, 4.357, -3.686], [-4.603, 5.785, 6.759], [-5.925, 5.902, 7.289], [-6.714, 4.806, 6.790], [-7.245, 5.059, 5.306], [-6.323, 4.662, 4.268], [-6.773, 5.075, 2.921], [-5.690, 4.713, 1.916], [-4.429, 5.368, 2.252], [-3.408, 5.324, 1.262], [-3.938, 6.570, 7.117], [-4.503, 5.798, 5.673], [-4.103, 4.915, 7.184], [-7.572, 4.722, 7.457], [-6.236, 3.826, 6.818], [-7.432, 6.126, 5.188], [-8.233, 4.610, 5.200], [-5.373, 4.911, 4.503], [-6.842, 6.162, 2.959], [-7.749, 4.727, 2.583], [-5.998, 5.087, 0.939], [-5.654, 3.627, 1.832], [-3.727, 5.911, 0.401], [-3.210, 4.327, 0.867], [-2.461, 5.668, 1.677], [3.035, 1.913, 2.779], [2.320, 1.444, 1.675], [0.971, 1.146, 1.955], [0.393, 0.118, 0.923], [1.053, -1.178, 1.045], [1.048, -1.873, -0.223], [-0.332, -2.216, -0.843], [-1.081, -1.069, -1.320], [-2.461, -1.235, -1.461], [4.022, 1.657, 2.394], [2.839, 1.427, 3.735], [2.837, 2.977, 2.909], [0.383, 2.061, 2.019], [0.814, 0.679, 2.927], [0.743, 0.586, 0.002], [-0.688, -0.014, 0.977], [2.006, -1.020, 1.340], [1.532, -2.821, 0.016], [1.744, -1.390, -0.908], [-0.896, -2.817, -0.130], [-0.163, -2.875, -1.695], [-2.902, -1.597, -0.533], [-2.677, -1.898, -2.299], [-2.991, -0.337, -1.776], [-1.233, -4.501, 2.663], [-1.972, -3.252, 3.033], [-2.849, -3.353, 4.319], [-3.173, -2.100, 4.997], [-3.907, -2.262, 6.178], [-0.937, -2.276, 3.172], [-0.466, -4.252, 1.930], [-1.911, -5.219, 2.202], [-0.717, -4.917, 3.528], [-2.575, -3.028, 2.154], [-2.228, -3.893, 5.033], [-3.755, -3.896, 4.050], [-3.268, -2.765, 6.904], [-4.811, -2.853, 6.032], [-4.031, -1.285, 6.646], [-0.416, -2.268, 2.306], [-1.236, -1.327, 3.348], [2.089, 1.278, -3.699], [0.902, 0.688, -4.450], [1.078, 0.399, -5.926], [1.185, 1.645, -6.674], [2.428, 1.900, -7.262], [0.495, -0.497, -3.742], [1.839, 1.503, -2.663], [2.325, 2.261, -4.108], [3.059, 0.783, -3.743], [0.074, 1.397, -4.423], [0.296, -0.239, -6.338], [1.981, -0.197, -6.048], [2.431, 2.982, -7.389], [2.550, 1.343, -8.191], [3.215, 1.545, -6.597], [-0.386, -0.777, -4.149], [0.205, -0.192, -2.824], [5.092, 3.494, 5.391], [4.382, 4.801, 5.684], [2.991, 4.526, 6.357], [2.151, 3.782, 5.494], [1.314, 4.617, 4.720], [5.324, 5.593, 6.522], [4.342, 2.776, 5.060], [5.513, 3.054, 6.295], [5.854, 3.696, 4.638], [4.090, 5.298, 4.759], [2.582, 5.498, 6.634], [3.236, 3.940, 7.243], [1.001, 3.963, 3.906], [1.891, 5.297, 4.092], [0.474, 5.020, 5.286], [5.541, 5.180, 7.418], [6.201, 5.737, 6.042], [-4.430, -4.542, 0.615], [-4.435, -5.732, -0.341], [-3.512, -6.791, -0.005], [-2.223, -6.294, 0.114], [-1.476, -6.306, -1.066], [-5.824, -6.145, -0.428], [-5.350, -3.982, 0.451], [-3.581, -3.915, 0.343], [-4.466, -4.790, 1.676], [-4.132, -5.406, -1.336], [-3.598, -7.589, -0.742], [-3.792, -7.293, 0.921], [-0.603, -5.657, -1.003], [-2.038, -6.035, -1.960], [-1.135, -7.315, -1.300], [-6.086, -6.509, 0.477], [-5.876, -6.972, -1.004], [-8.438, 4.700, -1.519], [-7.705, 4.379, -2.888], [-7.150, 2.920, -2.950], [-6.239, 2.550, -1.976], [-5.809, 1.164, -2.075], [-8.590, 4.733, -3.963], [-9.107, 3.892, -1.224], [-8.956, 5.650, -1.646], [-7.773, 4.825, -0.664], [-6.851, 5.056, -2.904], [-6.645, 2.814, -3.910], [-8.014, 2.261, -3.023], [-6.605, 0.464, -1.821], [-4.942, 1.013, -1.432], [-5.508, 0.985, -3.107], [-8.328, 4.226, -4.796], [-9.423, 4.168, -3.873], [6.847, 4.340, 1.468], [5.495, 4.611, 0.790], [4.987, 3.396, 0.014], [5.874, 3.196, -1.096], [5.408, 2.110, -1.908], [4.578, 5.242, 1.709], [6.685, 3.987, 2.486], [7.421, 5.243, 1.678], [7.492, 3.717, 0.848], [5.670, 5.397, 0.055], [3.919, 3.513, -0.173], [5.109, 2.551, 0.692], [4.442, 2.288, -2.381], [5.402, 1.149, -1.393], [6.153, 1.981, -2.693], [4.934, 6.148, 1.977], [3.627, 5.381, 1.397], [-3.488, -5.113, -5.724], [-2.601, -3.896, -5.433], [-3.323, -2.548, -5.228], [-2.373, -1.453, -5.131], [-2.966, -0.200, -5.066], [-1.793, -4.143, -4.274], [-4.246, -5.267, -4.956], [-2.882, -6.015, -5.796], [-4.055, -5.102, -6.655], [-1.974, -3.814, -6.321], [-3.801, -2.598, -4.249], [-4.161, -2.431, -5.915], [-3.853, 0.024, -5.659], [-2.187, 0.537, -5.263], [-3.275, 0.011, -4.042], [-1.174, -3.363, -4.098], [-1.178, -4.920, -4.469], [2.506, -7.115, -3.242], [3.722, -6.167, -3.342], [3.258, -4.663, -3.199], [2.440, -4.363, -4.327], [1.898, -3.071, -4.444], [4.520, -6.423, -2.095], [1.843, -6.861, -4.069], [1.930, -6.874, -2.348], [2.785, -8.165, -3.332], [4.192, -6.319, -4.314], [4.069, -3.935, -3.176], [2.602, -4.625, -2.328], [2.577, -2.343, -4.000], [0.907, -3.132, -3.995], [1.775, -2.837, -5.501], [4.960, -7.324, -2.213], [5.179, -5.700, -1.842], [2.414, -4.564, 4.082], [2.650, -3.244, 4.845], [3.103, -2.054, 3.950], [4.398, -2.274, 3.422], [5.018, -1.092, 2.890], [1.403, -2.872, 5.534], [2.112, -5.301, 4.826], [3.351, -4.820, 3.587], [1.734, -4.386, 3.248], [3.421, -3.374, 5.604], [3.009, -1.184, 4.600], [2.537, -1.833, 3.045], [6.000, -1.280, 2.454], [5.260, -0.479, 3.758], [4.345, -0.655, 2.152], [0.822, -2.491, 4.801], [0.884, -3.615, 5.980]],
  "forces_ev_per_a": [[0.6, 0.2, -0.5], [-1.0, 0.4, -0.2], [0.1, 0.3, -0.6], [-0.1, -0.3, -0.1], [-0.2, -0.3, 0.3], [0.3, 0.0, 0.1], [-0.2, -0.2, 0.7], [-0.1, 0.4, 0.2], [-0.1, 0.0, -0.2], [0.2, -0.5, 0.0], [0.4, 0.3, 0.4], [0.2, 0.0, 0.0], [-0.2, -0.9, -0.5], [-1.1, -0.5, -1.5], [-0.2, -0.1, 0.4], [0.6, 0.9, 1.3], [0.2, 0.5, -0.1], [0.2, 0.2, 0.2], [-0.2, 0.1, -0.3], [0.4, 0.2, -0.4], [0.0, -0.5, 0.1], [0.2, -0.2, 0.4], [-0.1, 0.0, 0.2], [-0.1, 0.3, 0.3], [0.4, -0.5, -0.1], [0.7, 0.7, 0.9], [-0.7, -0.5, 0.5], [-0.4, -0.3, 0.5], [-0.1, 0.0, -0.2], [0.2, 0.6, -0.2], [-0.4, -0.1, 0.0], [-0.3, 0.4, -0.5], [0.2, -0.5, -0.2], [0.3, -0.1, -0.1], [-0.2, 0.0, 0.0], [0.2, 0.4, -0.6], [0.0, -1.1, 0.8], [-0.6, 1.3, -0.1], [-0.8, -1.1, 0.1], [2.5, 0.1, -1.0], [0.2, 0.0, -0.5], [-0.2, -0.1, 0.2], [0.0, 0.3, 0.1], [-0.4, 0.3, 0.0], [0.1, -0.1, -0.1], [0.1, 0.3, 0.0], [0.0, 0.0, 0.1], [-0.5, 0.0, 0.2], [-0.4, 1.0, 0.1], [-1.0, -0.7, 0.2], [2.2, -0.4, -0.1], [-0.9, -0.1, 0.0], [-0.4, 0.2, -1.2], [-0.6, 0.2, 1.4], [0.6, 1.0, -2.2], [0.6, 1.0, -1.2], [-0.4, 0.1, -0.1], [0.0, -0.2, -0.6], [-0.2, 0.1, 0.4], [0.8, 0.0, 0.3], [-0.3, -0.6, 0.1], [-0.1, 0.4, -0.1], [0.2, 0.5, 0.1], [-0.1, -0.2, -0.2], [-0.4, -0.5, 0.2], [0.4, 0.4, 0.4], [0.4, -0.6, 0.4], [0.2, -0.6, 0.3], [-0.2, 0.2, 0.5], [-0.1, -0.3, 0.4], [0.0, -0.8, 0.8], [-0.1, -0.2, 0.2], [1.8, 0.6, 0.8], [-1.7, -0.6, -1.0], [-0.5, 0.1, 1.9], [0.8, -1.0, -0.5], [-0.1, 1.1, -1.4], [0.1, 0.0, 0.2], [-0.3, 0.5, 0.9], [-0.6, -0.7, -0.4], [0.8, -0.4, -0.1], [0.2, 0.4, 0.5], [0.0, 0.1, -0.4], [0.0, 0.1, -0.1], [0.1, 0.0, -0.4], [0.4, 0.3, -0.3], [-0.6, -0.1, 0.1], [0.2, 0.1, -0.3], [0.0, 0.1, 0.5], [0.0, 0.1, 0.6], [-0.1, 0.3, -0.5], [0.1, 0.1, 0.1], [0.0, -0.1, -0.1], [-0.1, -0.7, -0.7], [-0.5, 0.9, 0.1], [0.1, 0.4, 0.4], [0.5, 0.0, -1.6], [-0.5, 0.0, 0.1], [0.6, -1.3, 0.3], [-0.3, 1.5, -0.7], [-1.2, -0.2, 1.0], [-1.2, -0.9, 0.1], [1.1, 0.3, -0.5], [-1.3, -0.5, -2.5], [1.3, 0.9, 0.5], [0.0, 0.2, 0.4], [0.1, -0.4, 0.2], [-0.3, 0.2, 0.1], [0.1, 0.1, 0.6], [0.0, 0.2, 0.3], [-0.1, 0.0, 0.2], [0.3, 0.4, -0.4], [0.5, 0.2, -0.1], [0.1, 0.0, 0.2], [0.3, -0.8, -0.3], [0.2, 0.1, 0.8], [0.0, -0.2, 0.7], [0.2, 0.0, 0.4], [-0.4, -0.3, 0.3], [0.3, 0.6, 0.0], [-0.6, -0.1, -0.2], [0.8, 1.1, -0.4], [-0.1, 0.2, -0.4], [-0.6, 0.5, 0.3], [0.7, -0.6, 0.2], [-0.6, 1.2, -0.4], [-0.9, 0.0, -0.2], [1.0, 0.8, 0.0], [0.0, -1.1, 1.1], [0.6, -0.6, -0.6], [-0.2, -0.2, 0.2], [-0.3, -0.1, 0.4], [-0.5, -0.3, -0.1], [-0.1, -0.7, -0.1], [-0.4, -0.2, 0.4], [-0.1, 0.4, -0.3], [0.3, 0.5, 0.1], [0.0, -0.2, -0.2], [0.5, -0.1, 0.0], [-0.1, -0.1, 0.3], [0.2, -0.6, 0.0], [0.4, -0.2, -0.1], [-0.3, 0.2, 0.2], [0.3, 0.0, -0.5], [0.8, 0.2, 1.0], [0.6, -1.1, -1.1], [-1.1, 0.9, -1.2], [0.7, 0.5, 1.4], [-1.2, -1.6, -0.4], [2.2, 0.9, 1.0], [0.3, 0.9, -0.5], [-0.7, -0.9, 0.5], [-0.7, -0.5, -0.3], [-0.6, 0.6, 0.1], [-0.3, 0.0, 0.1], [-0.2, -0.6, -0.3], [-0.1, 0.2, 0.0], [0.6, 0.1, 0.1], [-0.2, 0.5, 0.4], [0.1, -0.5, -0.2], [-0.3, 0.1, -0.7], [-0.2, 0.5, -0.4], [0.1, -0.6, 0.4], [-0.1, 0.1, -0.3], [0.7, -0.2, 0.2], [0.2, 0.4, -0.1], [-0.1, -0.4, 0.2], [-0.3, 0.3, 0.1], [0.7, 0.2, -0.6], [-1.6, -1.3, -0.4], [-1.4, -1.1, 0.2], [1.8, 1.5, 0.6], [-1.1, 0.5, 0.3], [0.1, -0.6, 0.0], [0.2, 0.5, -0.2], [1.1, 0.3, 0.7], [-0.3, -0.7, -0.4], [0.6, 0.8, 1.0], [-0.2, -0.4, -0.1], [0.5, 0.2, 0.1], [-0.3, 0.2, -0.4], [0.5, -0.1, 0.5], [-0.7, 0.0, -0.8], [0.1, 0.4, 0.0], [0.2, 0.0, -0.1], [-0.2, -0.5, -0.3], [-0.3, 0.3, -0.7], [-0.4, 0.2, 0.3], [0.2, -0.1, -0.2], [-0.2, -0.2, 0.1], [-0.1, -0.7, 0.1], [0.6, 0.6, 0.4], [-0.6, -1.1, 0.3], [-0.4, 1.2, 0.2], [0.8, 0.4, 0.1], [0.1, -1.1, -1.6], [1.0, -0.3, 0.5], [1.0, 0.4, 0.4], [-0.1, 0.0, -0.1], [0.2, -0.3, 0.1], [0.0, -0.2, 0.0], [-0.8, 0.2, 0.0], [-0.2, -0.5, 0.2], [-0.2, -0.1, 0.3], [0.0, -0.6, 0.2], [-0.3, 0.3, 0.0], [-0.6, 0.1, -0.5], [0.5, 0.2, 0.0], [-0.4, 0.3, 0.1], [0.3, 1.4, -0.6], [-0.1, 0.4, 0.2], [1.3, 0.7, -0.6], [-1.1, -1.3, 1.0], [-0.1, -0.3, 0.3], [-0.4, -0.5, 0.0], [-0.2, -0.4, 0.2], [-0.1, 0.3, -0.2], [-0.3, -0.7, -0.1], [0.0, 0.7, 0.1], [-0.5, 0.3, 0.1], [0.4, 0.0, -0.2], [0.6, -0.2, -0.3], [0.0, 0.2, -0.4], [-0.1, 0.5, 0.0], [-0.3, -0.6, -0.2], [0.1, -0.2, 0.4], [-0.9, -0.3, -0.5], [0.2, -0.7, 1.1], [1.9, 0.3, 0.0], [0.2, 0.7, 0.6], [0.5, -1.3, -1.2], [-1.3, 1.1, -0.4], [0.2, -0.2, -0.6], [0.2, 0.3, 0.0], [0.1, -0.4, 0.0], [0.7, 0.4, -0.1], [-0.4, -0.1, 0.2], [-0.6, -0.2, 0.2], [-0.9, -0.3, 0.3], [0.1, 0.9, 0.7], [0.1, 0.3, -0.1], [-0.2, -0.3, -0.1], [0.0, 0.0, -0.1], [0.1, 0.3, -0.7], [-1.7, 2.0, -0.3], [0.5, -1.9, 0.7], [0.9, 0.3, 0.5], [0.2, -0.5, -1.0], [-0.3, -0.8, -0.3], [0.1, 0.1, -0.3], [0.1, 0.1, 0.6], [0.5, -0.3, 0.0], [-0.1, 0.5, -0.2], [0.3, -0.2, -0.4], [0.1, 0.2, 0.5], [-0.2, 0.1, 0.3], [-0.3, 0.5, 0.0], [0.3, -0.3, 0.2], [-0.3, 0.1, 0.5], [-0.2, -0.2, -0.5], [0.7, -0.3, -0.8], [0.8, -0.1, 2.8], [-0.6, 0.6, -1.3], [0.5, -0.7, 1.4], [-0.3, 1.3, -0.5], [-0.6, -1.1, -0.9], [-0.3, 0.1, -0.2], [-0.3, -0.2, 0.0], [0.4, -0.1, -0.3], [0.1, 0.0, -0.2], [0.1, 0.1, -0.6], [-0.3, -0.4, 0.4], [-0.1, 0.1, 0.1], [-0.2, 0.2, 0.1], [0.0, -0.2, -0.1], [1.2, 0.5, -0.8], [-1.0, 0.3, 1.0], [-0.2, 0.5, 0.3], [1.0, 1.3, -1.1], [1.1, 0.3, 1.4], [-1.7, -0.4, 0.0], [1.0, 0.2, -0.3], [-0.6, -0.6, 1.6], [-0.1, -0.8, -0.2], [-0.1, 0.4, -0.4], [-0.2, -0.2, 0.2], [0.4, -0.3, -0.8], [-0.1, 0.0, -0.8], [-0.2, -0.5, 0.0], [-0.1, 0.2, 0.2], [-0.3, 0.0, 0.5], [-0.1, 0.2, -0.1], [0.1, 0.0, 0.1], [0.1, -0.2, -0.6], [-0.6, 0.1, 0.3], [-0.3, 0.7, -1.2], [0.2, -0.6, 1.2], [-0.6, -1.7, -1.5], [0.2, 1.2, 1.2], [0.4, -0.4, 0.8], [0.1, 0.0, 0.3], [0.2, 0.0, 0.2], [0.2, 0.6, -0.2], [0.2, 0.4, -0.3], [-0.2, -0.2, 0.3], [0.4, 0.5, -0.6], [0.1, -0.5, -0.6], [0.0, 0.1, -0.4], [-0.2, 0.0, 0.4], [0.0, 0.3, 0.0], [0.1, -0.3, 0.1], [0.0, 1.2, -0.9], [-0.9, 1.0, 2.1], [-1.1, -1.2, -1.4], [0.7, -1.0, -0.9], [0.1, -0.8, 0.4], [-0.7, -0.4, -1.3], [-0.1, -0.2, -0.2], [0.2, -0.4, 0.3], [0.0, 0.1, 0.3], [0.5, 0.1, 0.1], [0.2, -0.2, 0.4], [0.3, 0.3, 0.6], [-0.4, 0.3, 0.2], [0.1, 0.8, 0.3], [0.0, 0.0, 0.0], [0.4, 0.0, 0.3], [0.4, 0.0, -0.2], [1.4, 1.2, -0.2], [-0.8, -0.5, -0.5], [0.0, -0.3, 0.0], [1.3, -0.3, 0.2], [-0.4, -0.8, 1.1], [0.6, 1.4, -0.3], [-0.2, -0.3, -0.5], [0.2, -0.5, 0.2], [-0.6, -0.2, 0.4], [0.2, -0.1, -0.1], [0.4, 0.4, 0.1], [-1.1, -0.4, 0.3], [-0.2, -0.7, -0.3], [-0.4, 0.8, -0.2], [0.1, 0.5, 0.0], [-0.8, -0.1, 0.0], [0.3, -0.3, -0.2]],
  "mulliken_charge": [-0.889, 0.521, 0.894, -0.665, 0.087, 0.619, -0.201, 0.343, 0.439, -0.741, -0.651, 0.312, -1.203, 0.028, -0.246, -0.592, 0.280, 0.418, 0.109, 0.330, -0.338, 0.416, 0.350, 0.360, -1.631, 0.530, 0.761, -0.665, 0.262, 0.371, 0.430, 0.003, -0.484, 0.064, -0.391, 0.396, -0.517, 1.009, -0.928, -0.604, 0.492, 0.259, -0.296, -0.112, 0.396, -0.270, 0.424, 0.366, -0.783, -0.268, -0.661, -0.582, -0.390, 0.626, -0.812, 0.446, -1.033, 0.305, 0.313, 0.251, 0.376, 0.404, 0.343, 0.353, 0.331, 0.139, -0.542, 0.326, 0.338, 0.489, 0.605, -0.301, -0.686, -0.393, 0.262, -1.627, 0.643, -0.745, 0.873, -0.566, 0.146, 0.336, 0.083, 0.332, 0.700, -0.578, 0.755, 0.062, 0.447, 0.512, -0.295, -0.264, -0.102, -0.140, 0.391, -0.184, -0.842, -0.364, -0.245, -1.291, 0.492, -1.274, 0.308, -0.496, -0.431, 0.379, 0.301, 0.295, 0.040, 0.517, 0.678, 0.515, -0.099, 0.380, 0.458, -0.371, 0.677, 0.033, 0.346, 0.282, -0.761, -0.703, 1.826, -1.065, 0.418, -0.553, -0.100, -0.484, -0.510, 0.267, 0.192, 0.384, -0.111, -1.026, -0.037, 0.644, 0.491, -0.069, -0.191, 0.074, 0.231, 0.418, -0.004, 0.298, -0.633, -0.394, -0.567, -0.678, -0.058, -1.098, -0.031, -0.483, -0.471, 0.329, 0.259, 0.308, 0.374, 0.310, 0.404, 0.390, 0.004, 0.458, 0.397, 0.351, 0.040, 0.357, 0.139, 0.156, 0.516, 0.586, -1.463, 1.463, 1.420, -1.417, 0.344, 1.355, 0.069, -0.725, 0.079, 0.054, 0.401, 0.565, -0.785, -0.856, -0.652, 0.187, 0.664, -0.581, 0.061, -0.013, 0.118, -0.471, -0.583, 1.734, -1.517, -0.089, -1.218, 2.575, -0.659, 0.209, 0.403, -0.808, 0.474, 0.407, 0.376, 0.320, 0.339, -0.851, -1.100, -1.335, 1.908, -0.689, -0.475, 0.438, 1.063, 0.014, 0.405, 0.162, -0.358, 0.406, -0.013, 0.172, 0.298, -0.743, -0.291, -1.208, 0.266, 0.738, -1.250, 0.238, -0.474, -0.735, -0.663, 0.376, -0.210, 0.002, 0.252, 0.399, -0.353, 0.321, 0.448, 0.282, 0.283, -0.816, 1.268, -1.742, 0.119, -0.301, -0.744, 0.725, -0.184, 0.217, -0.189, 0.462, 0.283, -0.299, 0.348, 0.266, 0.294, 0.303, -0.958, 0.665, -0.990, -0.072, 0.023, -0.764, 0.339, 0.453, -0.088, 0.040, 0.408, 0.459, 0.513, -0.590, 0.003, 0.244, 0.308, -1.312, 0.142, 0.670, -0.583, -0.188, -0.161, 0.013, 0.511, 0.332, 0.307, -0.079, -0.359, 0.138, 0.175, 0.104, 0.307, 0.007, -1.730, 0.351, 0.020, -0.187, -0.237, 0.322, 0.239, 0.440, 0.458, 0.223, -0.453, 0.565, 0.269, 0.277, -0.278, -0.764, 0.294, -1.313, 0.261, 0.989, -0.548, -0.190, -0.375, 0.376, 0.165, 0.393, 0.449, -0.569, -0.285, 0.183, -0.161, 0.220, 0.330, 0.103, -0.978, -0.086, 1.512, -0.629, 1.061, -0.375, 0.468, 0.455, -0.324, 0.296, -0.114, -0.355, 0.145, -1.056, -0.144, -0.538, 0.324],
  "fmax_ha_per_bohr": 0.057,
  "e_homo_ev": -8.1,
  "orbital_gap_ha": 0.3061,
  "spin_multiplicity": 1
}